(i)
C4H2O2 as an isolated structure. Source: the OMol25 dataset; level of theory: ωB97M-V/def2-TZVPD.

Atoms and positions in Å:
O -2.9390 -0.4499 -0.1639
O 2.7971 0.5258 -0.1820
C 0.5139 -0.2441 0.1606
C 1.9825 -0.5509 0.0221
C -2.0024 0.5068 0.0260
C -0.6077 0.2009 -0.1310
H 2.3396 -1.8529 -0.0157
H -2.0841 1.8644 0.2838

Results
LUMO level ... -2.2 eV
Kohn-Sham gap ... 8.9 eV



(ii)
C4H2O2 in the gas phase. Source: the OMol25 dataset; level of theory: ωB97M-V/def2-TZVPD.

Atoms and positions in Å:
O -0.5134 -1.5174 -1.0293
O -0.6334 1.0999 2.0506
C 0.2437 -0.5846 -1.1301
C -0.5436 0.3008 1.1583
C 0.3924 0.4269 -0.0247
C 1.3456 1.3215 -0.0981
H 0.8560 -0.4242 -2.0312
H -1.1472 -0.6228 1.1046

Results
LUMO level ... -1.7 eV
Kohn-Sham gap ... 9.0 eV



On energetic grounds, (ii) is preferred over the next structure by 175.3 kJ/mol.



(i)
C4H2O2 as an isolated structure. Source: the OMol25 dataset; level of theory: ωB97M-V/def2-TZVPD.

Atoms and positions in Å:
O 2.1901 -0.7888 0.3397
O -2.8096 -0.4362 0.4498
C -1.9476 0.1683 -0.0120
C -0.8897 0.8454 -0.5173
C 1.5389 0.1076 -0.1477
C 0.0724 0.0181 -0.0164
H 1.9882 0.9665 -0.6707
H -0.1427 -0.8809 0.5745

Results
LUMO level ... -1.5 eV
Kohn-Sham gap ... 8.7 eV



(ii)
C4H2O2 as an isolated structure. Source: the OMol25 dataset; level of theory: ωB97M-V/def2-TZVPD.

Atoms and positions in Å:
O -1.2018 0.1050 0.8094
O 2.1790 -1.3795 0.8257
C -1.2412 0.7461 -0.2733
C 1.2178 -0.7944 0.5959
C 1.0513 0.2522 -1.0926
C -0.1045 0.7322 -1.1022
H -2.1724 1.2767 -0.4927
H -0.0664 -0.3983 0.8742

Results
LUMO level ... -1.0 eV
Kohn-Sham gap ... 9.0 eV



(iii)
C4H2O2 in the gas phase. Source: the OMol25 dataset; level of theory: ωB97M-V/def2-TZVPD.

Atoms and positions in Å:
O -2.1440 0.5824 0.8831
O 2.9937 -0.0556 -0.1930
C 0.6625 -0.5735 -0.0533
C -0.5204 -0.8201 0.0324
C -1.8556 -0.2353 0.0450
C 1.8469 0.2687 -0.0420
H -2.5066 -0.4826 -0.8055
H 1.5235 1.3160 0.1333

Results
LUMO level ... -1.0 eV
Kohn-Sham gap ... 10.0 eV
Structure (SMILES) ... O=CC#CC=O



(iv)
C4H2O2 in the gas phase. Source: the OMol25 dataset; level of theory: ωB97M-V/def2-TZVPD.

Atoms and positions in Å:
O -2.4294 -0.6569 0.4673
O 1.8247 -0.8880 0.3742
C -1.0598 1.0860 -0.7190
C -1.4416 -0.1092 0.0545
C 1.4432 0.0886 -0.2185
C 0.0132 0.4138 -0.3478
H 2.0946 0.8223 -0.7169
H -0.4339 -0.7616 0.3912

Results
LUMO level ... -1.3 eV
Kohn-Sham gap ... 8.9 eV



On energetic grounds, (i) is preferred over the next structure by 8.8 kJ/mol.



(i)
C5H7NS as an isolated structure. Source: the OMol25 dataset; level of theory: ωB97M-V/def2-TZVPD.

Atoms and positions in Å:
S 1.8761 0.9121 0.6753
N -1.7495 -0.1893 0.5222
C -0.1602 -0.0220 -1.1781
C -0.2719 -1.5046 -0.7026
C 0.5464 0.1710 0.1537
C -1.5699 0.4881 -0.8064
C -0.4486 -0.8512 0.6862
H -2.3426 0.1560 -1.4951
H -1.1224 -2.0955 -1.0721
H -0.3053 -1.3684 1.6286
H 0.2715 0.2527 -2.1358
H -1.8862 0.5352 1.2502
H 0.6358 -2.0359 -0.8126
H -1.5963 1.5981 -0.7404

Results
LUMO level ... 0.1 eV
Kohn-Sham gap ... 8.5 eV



(ii)
C5H7NS in the gas phase. Source: the OMol25 dataset; level of theory: ωB97M-V/def2-TZVPD.

Atoms and positions in Å:
S -3.3820 -0.5549 -0.0135
N 0.9222 2.6021 -0.1105
C -1.9007 0.5909 0.0101
C 1.8708 -0.9570 0.0919
C 0.2922 1.6121 0.0443
C -0.3848 0.4464 0.0898
C 0.3366 -0.9168 -0.0340
H 2.1345 -1.0284 1.0590
H -2.2738 1.2952 0.8270
H -0.3332 -1.6050 0.5610
H -1.9519 1.4576 -0.7893
H 2.1731 -1.7404 -0.4308
H 2.4185 0.0095 -0.2395
H 0.0785 -1.2113 -1.0654

Results
LUMO level (spin up / spin down) ... -1.0 / -2.4 eV
Kohn-Sham gap (spin up / spin down) ... 8.9 / 6.2 eV



(iii)
C5H7NS in the gas phase. Source: the OMol25 dataset; level of theory: ωB97M-V/def2-TZVPD.

Atoms and positions in Å:
S -1.1417 -1.0011 -0.1543
N 1.9653 0.8596 0.0932
C -0.6539 0.7789 -0.2203
C 0.6774 -1.5267 0.4226
C 0.5920 0.7663 0.5909
C -1.4770 1.8161 -0.5995
C 1.2935 -0.3590 -0.1144
H 0.3632 0.4509 1.5810
H 0.5199 -1.6350 1.5314
H 2.6588 0.9894 0.9002
H -1.1065 2.9177 -0.4689
H 0.9680 -2.6588 0.0612
H -2.4138 1.5421 -1.1124
H 0.9274 -0.4591 -1.1524

Results
LUMO level ... 0.7 eV
Kohn-Sham gap ... 9.2 eV
Structure (SMILES) ... C=C1SC[C@@H]2N[C@@H]12



On energetic grounds, (i) is preferred over the next structure by 225.4 kJ/mol.



(i)
A 3-piece molecular cluster, C3H8NO3 overall. Source: the OMol25 dataset; level of theory: ωB97M-V/def2-TZVPD.

Atoms and positions in Å:
O -0.8211 -1.3513 2.0857
O -0.4009 -1.7743 -2.2676
O 0.0812 3.1972 -0.0696
N 1.1511 -0.5693 1.0520
C -0.6278 0.6611 -0.3868
C 0.3555 -0.9289 2.0453
C 0.4457 -0.4204 -0.2657
H -0.6287 -2.4122 -2.8986
H -0.0795 -1.3654 -0.4461
H 0.9716 3.2881 0.3822
H -1.0655 0.6236 -1.3679
H -1.3894 0.5693 0.3458
H -0.1184 1.6482 -0.2233
H 1.2002 -0.3145 -1.0410
H 0.9259 -0.8510 3.0557

Results
LUMO level ... -0.2 eV
Net charge ... -1
Kohn-Sham gap ... 4.6 eV



(ii)
A 2-piece molecular cluster, C3H8NO3 overall. Source: the OMol25 dataset; level of theory: ωB97M-V/def2-TZVPD.

Atoms and positions in Å:
O -1.8990 -2.2186 0.4883
O 2.3059 -0.6013 0.0162
O 0.5633 -1.9447 -0.4690
N -0.5827 0.9487 -0.2068
C 1.1806 -0.8257 -0.4614
C 0.0220 1.7988 0.8031
C 0.4092 0.3493 -1.0924
H -1.0403 -1.8771 0.1023
H 1.1340 1.1192 -1.3642
H 0.4854 1.2726 1.6486
H 0.8646 2.3395 0.3730
H -0.7159 2.5069 1.1970
H -0.0323 0.0421 -2.0477
H -1.6121 -3.0764 0.8131
H -1.0828 0.1666 0.1998

Results
LUMO level ... 4.2 eV
Net charge ... -1
Kohn-Sham gap ... 8.3 eV



On energetic grounds, (ii) is preferred over the next structure by 764.2 kJ/mol.



(i)
A 2-piece molecular cluster, C6H11N3O overall. Source: the OMol25 dataset; level of theory: ωB97M-V/def2-TZVPD.

Atoms and positions in Å:
O -4.3082 0.6269 -0.4587
N -2.5584 -0.9611 -0.4437
N -1.4917 -1.2717 0.2716
N 0.0017 0.5693 -1.5205
C -3.2494 0.2356 -0.0326
C 0.7246 0.1083 -0.6221
C -1.1146 -0.2315 0.9254
C -2.2479 0.8476 0.9018
C 1.2709 -1.2780 -0.6064
C 1.4963 1.0160 0.3417
H 2.4560 1.0856 -0.1217
H 1.6999 0.6372 1.3506
H -0.2934 -0.0643 -2.2534
H 1.6751 -1.6333 -1.5904
H -2.6876 0.9102 1.8516
H 1.2425 2.0613 0.3136
H 2.2603 -1.3206 0.1450
H -3.1671 -1.6805 -0.7838
H -2.1231 1.8511 0.5441
H 0.5265 -2.0570 -0.4351
H -0.3479 -0.2913 1.6547

Results
LUMO level ... 0.8 eV
Kohn-Sham gap ... 10.0 eV
Structure (SMILES) ... O=C1CC=NN1.CC(C)=N



(ii)
A 2-piece molecular cluster, C6H11N3O overall. Source: the OMol25 dataset; level of theory: ωB97M-V/def2-TZVPD.

Atoms and positions in Å:
O 0.5866 2.8229 -0.4679
N -1.3782 -1.1349 0.5878
N 1.5278 1.0037 0.0418
N -2.2704 -0.6915 -1.4774
C -0.8858 -2.0847 -0.3094
C 1.1577 2.2760 0.4977
C -1.5053 -1.8257 -1.6043
C -2.1979 -0.3293 -0.1631
C 0.2088 -3.0242 0.0406
C 1.5474 3.1916 1.6433
H 0.0321 -3.9924 -0.3564
H 0.6584 3.5461 2.0462
H -1.3689 -2.5133 -2.3876
H 2.2255 3.9891 1.2703
H 1.2453 0.8661 -0.8458
H 2.1403 2.6307 2.3618
H 2.3530 0.5218 0.3693
H -3.0124 -0.4929 -1.9864
H -2.5944 0.7245 0.0409
H 0.3768 -2.9376 1.1645
H 1.1535 -2.5458 -0.4660

Results
LUMO level ... 0.9 eV
Kohn-Sham gap ... 9.0 eV
Structure (SMILES) ... Cc1c[nH]cn1.CC(N)=O



On energetic grounds, (ii) is preferred over the next structure by 85.6 kJ/mol.



(i)
CH5N3O in the gas phase. Source: the OMol25 dataset; level of theory: ωB97M-V/def2-TZVPD.

Atoms and positions in Å:
O -1.1349 -0.8179 -2.0793
N 0.1959 -0.9649 -1.3215
N 1.4059 -0.4096 0.4796
N 0.2429 -0.2543 -0.2750
C -0.7236 0.7848 0.2367
H -0.1203 1.5179 0.6923
H 1.6991 -1.3377 0.2456
H -1.4437 1.1739 -0.4405
H 1.2894 -0.1411 1.3694
H -1.4105 0.4489 1.0928

Results
LUMO level (spin up / spin down) ... 0.4 / 0.4 eV
Kohn-Sham gap (spin up / spin down) ... 9.3 / 9.3 eV
Structure (SMILES) ... CN(N)N=O



(ii)
CH5N3O in the gas phase. Source: the OMol25 dataset; level of theory: ωB97M-V/def2-TZVPD.

Atoms and positions in Å:
O 1.5895 0.1428 -0.2489
N -1.6378 -1.0691 0.2625
N -0.8025 -0.2549 0.2165
N -0.9941 1.0518 -0.2168
C 0.7052 -0.5719 0.5533
H -1.8045 1.2142 -0.7916
H -0.0876 1.3787 -0.5317
H 1.3849 -0.0988 -1.1368
H 0.6832 -1.6859 0.3414
H 0.9637 -0.1068 1.5522

Results
LUMO level ... 0.6 eV
Kohn-Sham gap ... 8.7 eV



(iii)
CH5N3O as an isolated structure. Source: the OMol25 dataset; level of theory: ωB97M-V/def2-TZVPD.

Atoms and positions in Å:
O 1.5601 1.2571 -0.8344
N 0.2472 0.8859 -0.7095
N -1.3832 -0.7115 -0.2535
N 0.8205 -1.1426 0.2127
C -0.0551 -0.3772 -0.1844
H 0.3944 -2.0182 0.6632
H -0.1781 1.5717 -0.0278
H -1.8912 0.5775 0.1197
H -1.5147 -0.7574 1.0546
H 2.0002 0.7147 -0.0404

Results
LUMO level ... -0.3 eV
Kohn-Sham gap ... 9.5 eV



On energetic grounds, (ii) is preferred over the next structure by 177.5 kJ/mol.